Entry 1:
Below is a 5-piece molecular cluster, C31H48BrClFNO10 overall, with properties calculated with ωB97M-V/def2-TZVPD.

```
93
Properties=species:S:1:pos:R:3:forces:R:3:lowdin_charge:R:1
C 5.0138 -0.5682 0.6542 0.23 -0.80 -0.11 -0.128
C 6.2883 0.0074 -0.1504 -0.43 -0.78 -0.27 -0.376
C 6.1717 -0.5581 -1.6553 -0.60 0.16 0.06 -0.112
C 6.3854 1.6383 -0.0970 -0.82 -1.38 -1.11 -0.141
C 4.9956 2.1859 -0.6838 -2.17 1.35 0.01 -0.137
C 4.7371 2.3686 -2.2250 -2.50 0.70 2.03 -0.004
C 3.3535 2.8619 -2.7885 0.47 -0.31 4.35 -0.518
Br 2.9583 3.1128 -4.6995 0.62 -0.37 2.01 0.687
C 2.2647 3.1501 -1.7379 2.61 -0.80 1.81 -0.053
C 2.5285 3.0081 -0.2126 1.65 -0.55 -2.04 -0.033
C 3.8725 2.5308 0.3674 -1.15 0.67 -4.22 -0.432
Cl 4.0808 2.3642 2.1606 -0.20 0.17 -2.33 0.664
C 1.1430 3.4118 0.4546 0.50 1.08 2.46 -0.310
O 0.9110 3.8207 1.6165 0.93 -1.85 -4.53 0.076
N 0.0811 3.2210 -0.5908 1.54 0.74 0.56 0.013
C -0.2499 1.7765 -0.3779 -1.37 -1.78 -0.54 -0.119
C -0.5505 0.9301 -1.6966 -1.24 -0.71 0.05 -0.267
C -1.7243 1.5329 -2.6290 0.32 -1.06 0.27 -0.039
F 0.6504 0.5879 -2.4582 -1.57 0.99 1.17 -0.080
C 0.7471 3.6135 -1.8409 1.68 0.26 -3.28 -0.313
O 0.3454 4.2342 -2.8448 0.43 -2.27 4.07 0.075
H 4.0124 -0.2089 0.2120 1.60 -0.33 0.78 0.079
H 5.0700 -0.3898 1.7866 -0.14 0.00 -1.74 0.063
H 5.0063 -1.7164 0.5236 0.09 1.74 0.14 0.086
H 7.2108 -0.4803 0.3226 -1.10 1.05 -0.56 0.130
H 5.0700 -0.4747 -1.9652 1.56 -0.09 0.27 0.079
H 6.7857 0.0385 -2.4119 -0.67 -0.84 1.09 0.073
H 6.4454 -1.6716 -1.7421 -0.28 1.73 0.32 0.086
H 7.2525 1.9640 -0.7837 -1.35 -0.35 1.26 0.124
H 6.5561 1.8993 0.9994 -0.34 0.12 -1.68 0.095
H 5.5857 2.1200 -2.9547 -1.50 0.45 1.28 0.106
H -1.2228 1.7528 0.2481 1.50 0.00 -1.10 0.148
H 0.5189 1.1866 0.2364 -0.66 1.06 -0.92 0.140
H -0.9568 -0.0912 -1.3344 0.82 1.61 -0.42 0.146
H -2.2965 0.6130 -3.0325 1.16 1.98 0.55 0.044
H -1.3389 2.1680 -3.4940 -0.50 -0.63 1.46 0.086
H -2.4536 2.0743 -1.9336 1.11 -0.40 -1.11 0.097
O -3.0503 -1.0140 -3.1743 -0.21 -1.22 -0.42 0.051
C -3.3182 -1.7156 -4.1294 0.09 0.16 0.01 -0.498
O -2.6634 -2.8691 -4.3185 0.16 0.11 0.52 0.002
C -3.0206 -3.8549 -5.2991 -0.10 -0.08 -0.36 -0.229
C -2.4145 -3.5242 -6.6484 0.09 0.22 -0.05 -0.067
C -4.3131 -1.2622 -5.1602 -0.63 -0.16 0.06 0.023
H -4.1038 -3.9874 -5.3434 0.08 0.09 0.09 0.110
H -2.6088 -4.8024 -4.9436 -0.03 0.26 0.23 0.126
H -2.7851 -2.5720 -7.0343 -0.06 -0.10 -0.02 0.067
H -2.6466 -4.3054 -7.3755 0.01 0.03 0.07 0.082
H -1.3289 -3.4310 -6.5657 -0.07 -0.10 0.01 0.084
H -3.8189 -0.5849 -5.8594 -0.02 -0.04 0.06 0.100
H -5.1186 -0.7307 -4.6503 0.25 0.12 -0.03 0.096
H -4.7818 -2.0764 -5.7081 0.17 0.00 -0.10 0.075
O -5.6733 -4.6375 -3.0643 0.77 0.18 0.34 0.080
C -5.1082 -4.5331 -1.9946 -0.63 -0.32 -0.12 -0.510
O -3.7658 -4.5088 -1.9444 0.16 0.09 -0.58 -0.008
C -3.0025 -4.2069 -0.7670 0.02 0.04 0.29 -0.216
C -2.8105 -5.4427 0.0887 -0.14 -0.18 0.01 -0.059
C -5.8870 -4.5246 -0.7091 0.08 0.36 0.29 0.008
H -3.4476 -3.3769 -0.2148 -0.09 -0.16 -0.05 0.100
H -2.0274 -3.8577 -1.1164 -0.22 -0.04 -0.25 0.127
H -3.7643 -5.8381 0.4452 0.04 0.10 0.06 0.071
H -2.1846 -5.2164 0.9552 -0.02 0.02 -0.06 0.072
H -2.3352 -6.2377 -0.4913 0.05 0.10 0.03 0.082
H -6.1220 -5.5537 -0.4283 -0.02 0.02 -0.12 0.099
H -6.8150 -3.9738 -0.8730 0.03 -0.23 -0.08 0.098
H -5.3755 -4.0253 0.1160 -0.14 -0.54 -0.53 0.026
O -5.2616 -2.6503 1.2860 0.82 0.69 1.11 0.067
C -4.6903 -2.5489 2.3513 -0.47 -0.21 -0.14 -0.488
O -3.3471 -2.5276 2.3945 0.11 0.21 -0.54 -0.002
C -2.5782 -2.2305 3.5706 0.08 -0.15 0.28 -0.223
C -2.3853 -3.4690 4.4219 -0.14 -0.16 0.03 -0.063
C -5.4638 -2.5414 3.6401 -0.16 0.57 0.26 0.020
H -3.0199 -1.4004 4.1271 -0.09 -0.11 -0.05 0.117
H -1.6041 -1.8819 3.2187 -0.23 -0.04 -0.22 0.125
H -3.3381 -3.8637 4.7808 0.06 0.10 0.06 0.069
H -1.7559 -3.2467 5.2864 -0.03 0.00 -0.07 0.085
H -1.9138 -4.2627 3.8376 0.05 0.12 0.03 0.081
H -5.6995 -3.5695 3.9208 0.02 0.07 -0.03 0.102
H -6.3913 -1.9885 3.4811 0.03 -0.27 -0.12 0.097
H -4.9489 -2.0468 4.4607 0.08 -0.20 0.04 0.071
O 5.7405 8.0460 5.5172 -0.47 -0.73 -0.26 0.094
C 4.8910 7.1838 5.5093 0.23 0.70 0.10 -0.528
O 4.7623 6.3732 4.4437 0.51 -0.10 -0.19 0.000
C 3.9179 5.2120 4.4064 -0.30 0.04 -0.05 -0.242
C 2.4956 5.5849 4.0415 -0.12 0.12 0.11 -0.067
C 3.9080 7.0637 6.6412 0.08 -0.43 0.51 0.004
H 3.9804 4.6522 5.3433 -0.02 0.13 0.03 0.115
H 4.3275 4.5610 3.6301 0.14 0.33 0.13 0.060
H 2.0515 6.2527 4.7831 0.03 -0.10 0.04 0.068
H 1.8719 4.6920 3.9631 0.06 0.07 -0.08 0.070
H 2.4742 6.1138 3.0860 0.03 -0.16 0.02 0.088
H 3.1043 7.7873 6.4941 0.06 -0.06 0.01 0.097
H 4.4289 7.2869 7.5740 -0.06 0.22 -0.18 0.092
H 3.4867 6.0672 6.7560 -0.17 0.07 -0.13 0.067
```
Forces are in eV/Å.

Computed properties:
Highest occupied orbital energy   -0.334 hartree


Entry 2:
Below is C3H8NOP in the gas phase, with properties calculated with ωB97M-V/def2-TZVPD.

```
14
Properties=species:S:1:pos:R:3:forces:R:3:lowdin_charge:R:1
C 0.2861 0.3095 -0.1526 0.76 0.50 1.47 -0.916
C 0.9386 1.3805 0.8614 -0.15 -1.65 -0.89 -0.106
C 1.0462 -0.9932 -0.3132 1.21 2.53 -1.41 -0.075
N -2.4392 -0.8426 -0.1719 2.07 -3.64 -1.88 -0.294
O -0.1830 0.8454 -1.2535 -1.14 -0.05 1.46 -0.170
P -1.5611 0.2569 0.5851 1.28 2.29 -0.34 1.006
H 0.1178 2.0958 1.0377 0.64 -0.17 0.81 0.034
H 1.6819 1.9087 0.2862 0.25 0.27 -0.45 0.059
H 1.5305 0.8924 1.6981 -1.41 0.68 -0.51 0.093
H 1.0116 -1.6487 0.5081 0.30 -0.64 1.18 0.052
H 2.0983 -0.5797 -0.5796 -1.42 -1.41 0.35 0.122
H 0.5737 -1.4280 -1.1727 0.23 -0.63 -0.60 0.058
H -3.2479 -0.5494 -0.6755 -0.57 -0.13 -0.29 0.022
H -1.8535 -1.6476 -0.6575 -2.06 2.03 1.10 0.113
```
Forces are in eV/Å.

Computed properties:
Highest occupied orbital energy (spin up / spin down)   -0.302 / -0.302 hartree
Relative energy (zero: lowest compared OMol25 entry of this formula, charge and spin)   54.36 kcal per mole


Entry 3:
Below is C13H19NO2S3 in the gas phase, with properties calculated with ωB97M-V/def2-TZVPD.

```
38
Properties=species:S:1:pos:R:3:forces:R:3:lowdin_charge:R:1
C -4.9007 -2.0348 -1.0707 -0.12 0.19 0.10 -0.112
C -4.9885 -0.7906 -0.1941 0.22 -0.08 0.01 -0.259
C -3.6246 -0.1914 0.1420 0.01 0.18 -0.17 -0.183
C -2.9228 0.3965 -1.0794 -0.51 -0.09 0.10 -0.158
H -3.5447 1.1720 -1.5388 0.07 -0.14 -0.01 0.133
H -2.6761 -0.3725 -1.8130 -0.03 0.11 0.03 0.126
O -1.6673 0.9666 -0.7086 0.05 -0.16 -0.13 -0.071
C -1.6741 2.2068 -0.2384 0.22 0.21 0.12 -0.579
O -2.6359 2.9244 -0.1787 -0.18 0.06 0.04 0.115
C -0.3011 2.6350 0.2434 0.17 -0.34 -0.09 -0.383
H -0.2878 2.5707 1.3371 -0.05 0.11 -0.19 0.041
S 1.0333 1.5961 -0.3830 0.20 0.20 0.16 0.980
C 0.9621 0.2158 0.7372 -0.20 0.30 -0.09 -1.030
N 1.7628 -0.8076 0.4130 0.02 0.12 -0.12 -0.250
C 1.9105 -1.9572 1.2747 -0.03 -0.35 0.30 -0.066
H 1.2378 -1.8635 2.1242 0.11 -0.03 -0.12 0.027
H 2.9390 -2.0236 1.6351 0.03 0.00 -0.03 0.100
H 1.6659 -2.8657 0.7211 0.03 0.00 -0.02 0.098
C 2.6856 -0.7495 -0.6952 0.05 0.10 -0.35 -0.231
C 3.9816 -0.0960 -0.3188 0.37 -0.09 -0.26 -0.536
C 4.2987 0.5905 0.8099 -0.19 -0.18 -0.14 -0.135
C 5.6284 1.0741 0.8050 0.22 0.04 -0.08 -0.181
C 6.2982 0.7480 -0.3260 -0.06 -0.14 -0.26 -0.415
S 5.3229 -0.1598 -1.4150 -0.17 0.18 0.50 1.030
H 7.3078 0.9812 -0.5989 0.23 0.08 0.00 0.059
H 6.0574 1.6394 1.6122 0.11 0.10 0.12 0.103
H 3.6150 0.7552 1.6233 -0.21 0.00 0.13 0.114
H 2.2231 -0.2006 -1.5244 0.03 -0.21 0.06 0.089
H 2.8727 -1.7730 -1.0368 -0.11 0.12 0.01 0.129
S -0.0147 0.2321 2.0601 -0.29 -0.06 0.54 0.700
H -0.0965 3.6584 -0.0672 -0.03 -0.05 -0.05 0.093
H -3.7546 0.6097 0.8729 0.07 -0.02 0.01 0.118
H -2.9800 -0.9510 0.5896 0.04 0.01 0.05 0.114
H -5.4834 -1.0533 0.7428 -0.07 0.07 -0.02 0.106
H -5.6003 -0.0349 -0.6910 -0.10 0.04 0.06 0.109
H -5.8874 -2.4743 -1.1967 -0.05 -0.10 -0.08 0.068
H -4.2519 -2.7778 -0.6123 0.08 -0.12 0.01 0.074
H -4.5105 -1.7955 -2.0566 0.05 -0.06 -0.14 0.064
```
Forces are in eV/Å.

Computed properties:
Highest occupied orbital energy   -0.310 hartree
Relative energy (zero: lowest compared OMol25 entry of this formula, charge and spin)   3.07 kcal per mole